# 1
{
  "formula": "C25H64O25",
  "method": "ωB97M-V with the def2-TZVPD basis set",
  "homo_energy_ev": -9.60,
  "molar_mass_g_mol": 764.8,
  "total_charge": 0,
  "species": ["C", "O", "C", "O", "O", "C", "H", "H", "H", "H", "H", "H", "C", "O", "C", "O", "O", "C", "H", "H", "H", "H", "H", "H", "C", "O", "C", "O", "O", "C", "H", "H", "H", "H", "H", "H", "C", "O", "C", "O", "O", "C", "H", "H", "H", "H", "H", "H", "C", "O", "C", "O", "O", "C", "H", "H", "H", "H", "H", "H", "C", "O", "C", "O", "O", "C", "H", "H", "H", "H", "H", "H", "C", "O", "H", "H", "H", "H", "C", "O", "H", "H", "H", "H", "C", "O", "H", "H", "H", "H", "C", "O", "H", "H", "H", "H", "C", "O", "H", "H", "H", "H", "C", "O", "H", "H", "H", "H", "C", "O", "H", "H", "H", "H"],
  "coordinates": [[-12.5082, -11.8564, 2.7102], [-13.8080, -11.9476, 3.2265], [-14.7833, -12.0377, 2.2869], [-14.6623, -11.9309, 1.0919], [-15.8817, -12.2574, 2.9715], [-17.1038, -12.1395, 2.1879], [-12.1985, -12.8443, 2.3829], [-11.8776, -11.5590, 3.5284], [-12.3982, -11.1816, 1.8594], [-17.8902, -12.6439, 2.7515], [-16.9941, -12.6384, 1.2382], [-17.3013, -11.0869, 1.9462], [-23.9341, -14.6167, -2.0396], [-23.1179, -13.9862, -1.0321], [-23.7730, -13.5253, 0.0438], [-24.9194, -13.6239, 0.3198], [-22.8204, -12.9455, 0.7528], [-23.2824, -12.2361, 1.9272], [-24.9647, -14.2809, -1.9187], [-23.7107, -15.6721, -1.8269], [-23.5578, -14.2523, -3.0098], [-22.3213, -11.9789, 2.3438], [-23.7836, -12.9111, 2.6363], [-23.8868, -11.3634, 1.5936], [-22.8968, -7.8699, 8.6993], [-22.3455, -7.2728, 7.4963], [-21.1386, -7.7168, 7.1371], [-20.6416, -7.3339, 6.1156], [-20.5112, -8.4868, 8.0708], [-19.1548, -8.7631, 7.7187], [-23.9085, -7.4903, 8.8645], [-22.2263, -7.7189, 9.5264], [-22.9334, -8.9466, 8.5748], [-18.6761, -7.7944, 7.7970], [-19.0814, -9.2098, 6.7124], [-18.8098, -9.4094, 8.5093], [-16.0485, -9.0882, 4.5034], [-16.9123, -9.8202, 5.4270], [-16.3165, -10.5609, 6.3103], [-16.8625, -11.3847, 6.9811], [-14.9498, -10.3370, 6.4658], [-14.2020, -11.2160, 7.3747], [-15.5596, -9.8837, 3.9454], [-15.3284, -8.5157, 5.0748], [-16.7263, -8.4999, 3.8938], [-13.5038, -11.7785, 6.7814], [-14.8618, -11.8612, 7.9164], [-13.6479, -10.5805, 8.0567], [-19.8580, -16.0108, 7.1391], [-18.8637, -16.8222, 7.7600], [-18.4101, -16.3817, 8.9369], [-18.8858, -15.5202, 9.6191], [-17.3783, -17.1610, 9.2470], [-16.9261, -17.0699, 10.6121], [-20.2710, -16.6564, 6.3618], [-19.3509, -15.1612, 6.7048], [-20.6697, -15.7451, 7.8211], [-16.3629, -17.9527, 10.8709], [-17.8437, -17.0751, 11.1907], [-16.3721, -16.1619, 10.7488], [-19.4169, -12.2567, 9.0136], [-19.8368, -11.0903, 9.7760], [-21.0855, -11.1517, 10.2820], [-21.9420, -11.9611, 10.0330], [-21.1557, -10.1142, 11.0909], [-22.2816, -9.9668, 11.9445], [-18.4941, -11.9961, 8.5171], [-20.1799, -12.4677, 8.2571], [-19.2826, -13.1312, 9.6795], [-22.0468, -10.5831, 12.8190], [-23.2205, -10.2271, 11.4368], [-22.3099, -8.9202, 12.1811], [-22.5266, -10.7402, 6.0007], [-23.6859, -9.9984, 5.6959], [-21.7747, -9.9744, 6.3055], [-22.6685, -11.4097, 6.8701], [-22.1702, -11.2790, 5.1318], [-24.4684, -10.4747, 6.0081], [-20.2754, -8.7779, 3.2102], [-20.2550, -10.0366, 2.4952], [-21.2458, -8.5610, 3.6340], [-19.5758, -8.8067, 4.0519], [-19.9887, -7.9290, 2.5577], [-21.0145, -9.9411, 1.9181], [-15.2129, -14.6887, 5.4531], [-15.2538, -16.0892, 5.4940], [-16.2091, -14.2309, 5.4451], [-14.7083, -14.3038, 6.3293], [-14.7053, -14.3339, 4.5209], [-16.0125, -16.3475, 4.9296], [-19.2665, -12.3065, 5.0630], [-19.9607, -12.5051, 3.7798], [-18.1590, -12.3119, 4.9796], [-19.6657, -11.4064, 5.5473], [-19.5914, -13.1774, 5.6260], [-19.9614, -11.6240, 3.3718], [-21.8095, -15.7820, 2.9420], [-23.1780, -15.4940, 3.1950], [-21.4223, -16.4810, 3.6756], [-21.6351, -16.2422, 1.9416], [-21.3161, -14.8206, 2.9861], [-23.6955, -16.2794, 2.9939], [-18.0700, -15.3791, 2.9791], [-17.5436, -16.5809, 3.5619], [-17.3421, -14.5992, 2.8006], [-18.4750, -15.6267, 2.0039], [-18.8937, -15.0214, 3.6178], [-16.9378, -17.0210, 2.9503], [-19.7942, -13.0000, -0.4589], [-18.6464, -13.8746, -0.5030], [-20.1951, -12.9008, -1.4831], [-20.5498, -13.5444, 0.1147], [-19.6166, -11.9799, -0.0572], [-17.9637, -13.6005, -1.1318]],
  "forces_ev_per_angstrom": [[0.870, -0.411, -0.504], [-0.816, 0.255, -0.689], [0.818, 0.053, 0.369], [0.135, 0.011, 0.564], [-1.480, 0.142, -0.298], [0.112, -0.041, -0.074], [0.181, -0.165, -0.123], [0.243, 0.237, 0.268], [-0.278, 0.115, 0.195], [0.097, 0.570, -0.027], [0.158, -0.337, -0.227], [-0.109, -0.191, 0.481], [0.838, 0.211, 0.421], [-0.637, 0.324, -0.512], [2.020, -0.180, -0.544], [-1.462, -0.062, 0.066], [-0.405, 0.518, 0.902], [0.309, -0.209, -0.390], [-0.008, -0.561, 0.033], [-0.847, 0.093, -0.877], [-0.053, -0.497, 0.390], [0.008, 0.622, 0.540], [-0.119, 0.300, -0.466], [0.326, -0.625, 0.557], [0.009, -0.381, -0.479], [-0.234, -0.823, 0.865], [0.315, 0.733, 0.625], [0.277, -0.326, -0.332], [-1.423, 0.296, -0.944], [-0.103, 0.206, 0.036], [0.417, 0.195, -0.181], [0.057, 0.483, 0.465], [-0.246, -0.232, -0.177], [0.676, -0.042, -0.429], [0.097, 0.249, 0.562], [0.210, -0.299, -0.047], [-0.356, -0.899, 0.330], [0.071, 0.941, -0.649], [2.602, -1.047, 1.649], [-0.996, -0.354, 0.219], [-0.833, -0.017, -0.340], [-0.514, 0.994, -0.632], [0.264, 0.432, -0.368], [-0.021, 0.271, -0.200], [0.150, 0.086, 0.024], [0.168, -0.281, -0.337], [-0.412, -0.310, 0.199], [-0.067, 0.177, 0.043], [-0.296, -0.681, -0.198], [0.056, 0.246, 0.271], [0.058, -1.107, -0.322], [-0.102, 0.546, 0.140], [0.666, -0.315, 0.167], [-1.310, -0.059, -0.392], [0.087, 0.264, -0.063], [-0.219, 0.420, -0.105], [0.326, 0.188, 0.036], [0.307, -0.162, -0.371], [0.162, 0.260, 0.591], [0.305, 0.376, 0.229], [-0.657, -0.189, 0.270], [-0.186, -0.948, -0.187], [0.862, -0.164, -0.607], [0.185, 0.203, 0.152], [-0.105, 0.788, 0.140], [-0.014, -0.575, -0.271], [0.194, 0.151, 0.056], [0.126, -0.138, 0.157], [-0.138, 0.531, -0.399], [-0.686, 0.199, 0.018], [0.325, -0.271, 0.265], [0.014, 0.403, 0.371], [0.592, 0.724, 1.019], [-0.943, -0.035, 0.055], [-0.195, -0.766, -0.299], [0.090, 0.125, -0.458], [0.173, -0.310, -0.139], [0.333, 0.144, -0.214], [0.708, 0.399, 0.070], [-0.100, 1.036, 0.336], [-0.367, -0.094, 0.072], [-0.040, -0.233, -0.274], [-0.071, -0.500, 0.178], [-0.088, -0.519, -0.362], [-0.005, 0.670, -1.060], [-0.673, -0.444, -0.291], [-0.071, -0.091, 0.055], [0.321, -0.023, 0.157], [-0.136, -0.060, 0.717], [0.418, -0.023, 0.422], [-0.871, -0.708, -1.035], [0.935, 0.523, 0.991], [-0.718, 0.215, -0.044], [0.441, -0.102, 0.003], [0.253, 0.045, 0.415], [-0.205, -0.122, -0.306], [-0.227, -0.234, -0.705], [-0.209, -0.170, -0.207], [0.289, 0.003, 0.305], [-0.202, 0.413, 0.453], [0.422, 0.040, 0.073], [-0.050, 0.077, 0.054], [-0.570, -0.686, -0.241], [0.368, 0.218, 0.345], [0.407, 0.028, 0.407], [-0.333, 0.109, -0.247], [0.512, -0.094, -0.180], [-0.266, 0.273, -0.027], [0.130, -0.435, -0.952], [0.075, 0.277, 0.403], [0.007, 0.141, 0.367], [0.260, 0.387, 0.053], [0.171, -0.664, 0.036], [-0.532, 0.272, 0.147]]
}



# 2
{
  "formula": "C25H65N5O10S5",
  "method": "ωB97M-V with the def2-TZVPD basis set",
  "homo_energy_ev": -8.26,
  "molar_mass_g_mol": 756.2,
  "e_above_lowest_kcal_mol": 116.70,
  "total_charge": 0,
  "species": ["C", "S", "O", "C", "H", "H", "H", "H", "H", "H", "C", "S", "O", "C", "H", "H", "H", "H", "H", "H", "C", "S", "O", "C", "H", "H", "H", "H", "H", "H", "C", "S", "O", "C", "H", "H", "H", "H", "H", "H", "C", "S", "O", "C", "H", "H", "H", "H", "H", "H", "C", "O", "N", "C", "C", "H", "H", "H", "H", "H", "H", "H", "C", "O", "N", "C", "C", "H", "H", "H", "H", "H", "H", "H", "C", "O", "N", "C", "C", "H", "H", "H", "H", "H", "H", "H", "C", "O", "N", "C", "C", "H", "H", "H", "H", "H", "H", "H", "C", "O", "N", "C", "C", "H", "H", "H", "H", "H", "H", "H"],
  "coordinates": [[-3.8814, 0.8911, 3.4678], [-4.8357, 0.2378, 2.0665], [-5.7314, 1.3393, 1.4153], [-5.9072, -0.9164, 3.0392], [-4.5870, 1.5349, 3.9930], [-3.0392, 1.4864, 3.1150], [-3.4838, 0.0721, 4.0670], [-5.3159, -1.2188, 3.9035], [-6.2125, -1.8345, 2.5373], [-6.7107, -0.2484, 3.3496], [2.4924, -4.1753, 1.5501], [3.5485, -2.6665, 1.8880], [4.0754, -2.8276, 3.2720], [4.9433, -3.0192, 0.6791], [2.3019, -4.4147, 0.5039], [1.5751, -4.2211, 2.1372], [3.2081, -4.9179, 1.9027], [5.8049, -2.3561, 0.7569], [4.4092, -2.9045, -0.2642], [5.2878, -4.0522, 0.7286], [3.1230, 2.1294, 5.5265], [1.5041, 1.4510, 5.1180], [1.2657, 1.6162, 3.6096], [1.9036, -0.3545, 5.1375], [3.9081, 1.8681, 4.8169], [3.3749, 1.8110, 6.5381], [3.1417, 3.2185, 5.4878], [2.6768, -0.4923, 4.3818], [1.1040, -1.0425, 4.8628], [2.2759, -0.5829, 6.1362], [3.0126, -4.8482, -3.9684], [1.9456, -4.4928, -2.5395], [2.5396, -3.3392, -1.7141], [0.4818, -3.6865, -3.3074], [4.0306, -5.0520, -3.6362], [3.0641, -4.1310, -4.7876], [2.8242, -5.8478, -4.3601], [-0.0944, -4.3059, -3.9946], [0.8485, -2.8647, -3.9224], [-0.1764, -3.4516, -2.4710], [-1.4843, 1.0243, -6.4678], [-1.1009, 0.5657, -4.6702], [-0.5491, -0.8476, -4.6303], [0.3571, 1.6640, -4.7421], [-1.8356, 2.0560, -6.4812], [-2.2864, 0.3410, -6.7466], [-0.6987, 0.8177, -7.1945], [0.9615, 1.4017, -5.6104], [0.9474, 1.5204, -3.8371], [0.1175, 2.7053, -4.9576], [-2.7471, -4.4458, 2.0602], [-1.8367, -4.3418, 2.9052], [-3.9646, -4.8882, 2.3567], [-4.9513, -5.0294, 1.2325], [-4.3393, -5.4213, 3.6543], [-2.6092, -4.0817, 1.0303], [-5.3379, -6.0442, 1.1392], [-4.5438, -4.7110, 0.2730], [-5.7744, -4.4051, 1.5801], [-5.3717, -5.1621, 3.8887], [-4.1660, -6.4620, 3.3804], [-3.7105, -5.0890, 4.4803], [5.1844, 1.0642, 1.6239], [5.8981, 0.1064, 1.3699], [4.1642, 1.3273, 0.7729], [3.1335, 2.2838, 1.1967], [3.7775, 0.3882, -0.3314], [5.2662, 1.7922, 2.4458], [2.1667, 1.7829, 1.2458], [2.9027, 3.0264, 0.4328], [3.3555, 2.6230, 2.2085], [3.6105, 0.9091, -1.2742], [4.5177, -0.4012, -0.4623], [2.9016, -0.1925, -0.0421], [-2.3751, 3.6094, -2.2912], [-1.8424, 4.2241, -3.2394], [-3.2071, 4.1481, -1.3548], [-3.5538, 5.6141, -1.2415], [-3.7870, 3.2087, -0.4089], [-2.3991, 2.5093, -2.2542], [-3.2340, 5.8343, -0.2231], [-4.6246, 5.8106, -1.2956], [-3.0244, 6.2658, -1.9367], [-3.6899, 3.6735, 0.5722], [-4.8467, 3.0287, -0.5901], [-3.1676, 2.3171, -0.3116], [-0.1828, -0.0167, -1.2554], [-0.1684, 1.2092, -1.3434], [-0.3758, -0.6262, -0.0926], [-0.3918, -2.0811, -0.0595], [-0.6540, 0.0606, 1.2279], [-0.1516, -0.6236, -2.1735], [-0.8199, -2.4247, 0.8822], [0.5882, -2.5187, -0.2500], [-1.0894, -2.4117, -0.8291], [-1.7366, 0.0066, 1.3427], [-0.0726, -0.4227, 2.0131], [-0.3814, 1.1160, 1.2323], [1.1755, 5.3883, -3.7196], [1.4533, 6.3705, -4.3397], [1.7853, 5.0155, -2.5746], [1.4982, 3.7750, -1.9455], [2.7381, 5.8628, -1.8871], [0.4559, 4.6348, -4.0757], [1.6199, 3.7541, -0.8625], [2.2313, 3.0121, -2.2075], [0.5899, 3.2859, -2.2973], [2.1942, 6.2061, -1.0071], [3.5855, 5.2209, -1.6465], [3.2101, 6.6957, -2.4084]],
  "forces_ev_per_angstrom": [[-0.622, 0.441, -0.203], [-0.863, 0.467, -1.955], [1.652, -1.984, 1.938], [0.659, 0.973, 0.408], [0.204, -0.040, 0.415], [-0.185, -0.013, -0.266], [-0.235, 0.008, -0.012], [-0.089, 0.052, 0.077], [-0.100, 0.528, -0.466], [-0.327, -0.441, 0.052], [1.490, -0.287, 0.096], [0.422, 0.110, -0.751], [-0.272, -0.216, -0.017], [-1.257, -0.514, 0.077], [0.050, 0.626, -0.079], [0.197, 0.455, 0.109], [-0.305, -0.423, 0.235], [-0.511, 0.332, 0.386], [0.233, 0.115, -0.272], [-0.158, -0.105, 0.337], [0.550, 0.045, -0.147], [-0.603, -1.186, -2.442], [0.146, 0.536, 1.658], [0.838, 0.677, 0.553], [-0.146, -0.668, -0.026], [0.068, -0.047, -0.032], [-0.717, 0.040, 0.179], [0.212, 0.078, 0.133], [-0.467, 0.668, 0.185], [0.087, -0.283, -0.057], [0.547, -0.477, -0.270], [0.118, 1.308, 0.645], [-0.456, -1.381, -1.171], [0.583, -0.679, -0.595], [0.066, 0.688, 0.647], [-0.323, 0.216, 0.265], [-0.949, 0.049, -0.123], [0.239, -0.512, 0.105], [-0.193, 0.435, 0.568], [0.345, 0.416, -0.170], [-0.798, -1.131, 0.802], [1.309, 0.277, -1.888], [-0.506, 1.051, -0.028], [0.450, -0.185, -0.115], [0.094, -0.066, 0.008], [-0.300, 0.211, 0.032], [0.445, 0.219, 0.522], [-0.009, -0.616, 0.071], [-0.211, 0.242, 0.044], [-0.513, -0.024, 0.661], [1.941, 0.715, 2.085], [-1.026, -0.117, -1.360], [-0.869, 0.824, -2.189], [0.135, 0.313, 1.838], [0.420, -0.494, -0.924], [-0.110, -0.280, -0.049], [0.244, -0.160, 0.090], [0.042, 0.143, 0.309], [-0.343, 0.071, -0.712], [-0.055, -0.293, -0.189], [-0.630, -0.633, 1.517], [0.248, -0.015, -0.468], [-0.433, -1.414, -2.218], [0.875, 0.359, 1.317], [-1.395, 0.534, -0.276], [-0.515, -1.016, -0.627], [0.541, -0.028, 1.067], [0.243, -0.219, 0.081], [0.009, -0.403, 0.420], [0.837, 0.549, 0.283], [-0.066, 0.481, -0.371], [-0.022, 0.137, 0.183], [0.389, 0.548, 0.004], [-0.438, 0.401, 0.056], [-0.764, 1.576, -2.026], [-0.520, -0.936, 1.819], [0.443, 0.304, -1.185], [0.728, -1.459, 0.784], [0.165, 1.112, 0.863], [0.568, 0.103, 0.228], [-0.074, 0.555, 0.030], [-0.043, -0.367, -0.209], [0.104, -0.571, -0.117], [-0.323, 0.022, 0.275], [0.136, -0.333, -0.028], [-0.321, -0.158, -0.497], [-0.632, 1.635, 0.112], [0.211, 0.169, -0.435], [0.275, -0.635, 1.725], [-0.581, 0.027, -0.216], [0.302, -0.056, -1.649], [0.266, -0.448, 0.333], [0.319, 0.021, 0.105], [0.043, -0.025, 0.185], [0.024, -0.260, -0.150], [-0.006, -0.181, 0.526], [-0.300, -0.112, -0.045], [0.162, -0.160, -0.395], [0.099, -1.573, 0.412], [0.182, 1.726, -0.942], [-0.070, 0.780, -0.359], [0.407, -1.772, -0.147], [0.205, -0.471, 0.286], [-0.181, 0.135, 0.175], [-0.812, 0.684, 0.050], [0.632, -0.131, -0.349], [-0.352, 0.638, 0.405], [0.619, 0.276, 0.376], [0.026, -0.025, 0.602], [-0.848, -0.073, -0.530]]
}